13
Properties=species:S:1:pos:R:3 method="wB97M-V/def2-TZVPD" orbital_gap_ev="7.883 / 7.883" homo_energy_ev="-8.111 / -8.111" lumo_energy_ha="-0.0084 / -0.0084"
C 0.84056 -0.39251 -1.68384
C 0.03805 -0.62135 0.88502
C -1.37004 0.19472 -1.09540
C 0.46300 0.58275 1.72484
N -0.25712 0.17934 -1.85933
S 1.33594 -1.22470 -0.12163
Br 2.16074 -0.31071 -2.93244
Br -2.82304 -0.97854 -1.51931
H -0.50574 -1.29994 1.48182
H -1.65120 1.16562 -0.76894
H -0.35585 1.29277 1.99255
H 1.23564 1.07711 1.17914
H 0.88906 0.33543 2.71752

***

59
Properties=species:S:1:pos:R:3 method="wB97M-V/def2-TZVPD" orbital_gap_ev=5.268 charge=+3 homo_energy_ev=-16.568 lumo_energy_ha=-0.4153
Tc -0.50223 -0.48143 0.71006
C 0.58198 -1.10465 3.42975
C -0.54263 -2.10641 3.29858
N -1.45782 -1.72920 2.16108
C -2.13662 -2.93174 1.59942
C -1.14327 -3.75340 0.79494
S 0.11316 -2.71421 -0.02297
C 1.61251 -2.98077 0.99930
C 2.16811 -1.67449 1.53978
N 1.12309 -0.75525 2.08344
H 0.22562 -0.17619 3.87504
H 1.36473 -1.50281 4.07699
H -0.16307 -3.10526 3.10222
H -1.11553 -2.15943 4.22321
H -2.17342 -1.10740 2.53695
H -2.56722 -3.53284 2.40028
H -2.94798 -2.58978 0.96405
H -0.60459 -4.49515 1.38255
H -1.65376 -4.28709 -0.00336
H 1.36333 -3.70179 1.77499
H 2.34890 -3.44745 0.34749
H 2.91473 -1.89211 2.30502
H 2.67042 -1.13122 0.73926
H 1.57086 0.15843 2.19744
S -6.94485 0.64428 -3.53032
As -5.16256 0.93321 -2.77305
S -2.31715 -1.04001 -2.31358
S -2.41063 -0.32761 -0.50230
S -4.15260 -1.26000 -3.05130
C 0.66708 0.88141 -4.27535
C 1.34449 0.60321 -2.95750
C 2.79733 0.23215 -3.14877
O 0.67440 -0.61668 -2.37981
B 0.51821 -0.34995 -1.08891
O 0.83737 0.88585 -0.59002
C 1.10690 1.72373 -1.85598
C 2.31748 2.56433 -1.55608
C -0.12395 2.56360 -2.09096
H 0.86816 0.05747 -4.96009
H 1.06901 1.79378 -4.72355
H -0.41362 0.98815 -4.17315
H 2.85990 -0.60281 -3.84650
H 3.27033 -0.07259 -2.21084
H 3.36091 1.06631 -3.56756
H 3.15973 1.96799 -1.20946
H 2.08205 3.31562 -0.79926
H 2.62159 3.09532 -2.46139
H -1.01449 1.95191 -2.25845
H 0.02220 3.20070 -2.96425
H -0.30404 3.21892 -1.23773
N -2.11643 2.97123 2.79563
C -1.18457 2.34572 2.11406
O -1.32141 1.11201 1.85467
C 0.00556 3.13002 1.67243
I 1.60888 2.83032 3.02914
H -2.92297 2.47083 3.14236
H -2.03056 3.94850 3.03192
H -0.17609 4.19930 1.65624
H 0.35502 2.77542 0.71423

***

77
Properties=species:S:1:pos:R:3 method="wB97M-V/def2-TZVPD" orbital_gap_ev=7.576 charge=-1 homo_energy_ev=-5.566 lumo_energy_ha=0.0739
Be 1.55314 1.58263 -1.01299
O 5.17808 5.54726 0.04641
C 4.68339 4.36941 -0.31240
C 4.66634 3.25950 0.51962
C 3.82918 2.25105 0.20188
N 3.08364 2.25867 -0.92140
C 3.28661 3.22299 -1.77392
Br 2.23759 3.23867 -3.35869
C 4.06211 4.33457 -1.56109
H 5.48877 5.44686 0.98880
H 5.21067 3.18858 1.45834
H 3.73853 1.33842 0.83046
H 4.09240 5.11522 -2.28316
Cl 4.11909 4.26722 6.13486
Ge 4.01377 3.97450 3.86109
Cl 6.35247 4.14662 3.64504
Cl 3.74473 1.62907 3.66942
C -1.34538 4.09775 0.30486
C 0.10846 3.60564 -0.02418
O 0.95580 4.47577 -0.32306
N 0.36788 2.29945 -0.26826
Te -0.96493 0.67646 -0.71934
C -1.53467 -1.39551 -1.22604
C -2.24091 -1.49409 -2.44486
C -2.56226 -0.35462 -3.36344
C -2.72962 -2.72592 -2.85449
C -2.56667 -3.89698 -2.10867
C -3.25914 -5.18884 -2.53692
C -1.81461 -3.78958 -0.96166
C -1.32888 -2.56280 -0.49268
C -0.50082 -2.58636 0.78332
C -1.52763 0.28177 1.39633
C -2.92108 -0.03127 1.59113
C -3.85476 0.03984 0.43501
C -3.32862 -0.36110 2.86724
C -2.48254 -0.41776 3.93126
C -3.05604 -0.77950 5.30271
C -1.13618 -0.18210 3.71948
C -0.64218 0.17021 2.45267
C 0.88260 0.01485 2.15810
H -2.02585 3.86031 -0.53758
H -1.38623 5.15234 0.43175
H -1.74724 3.45800 1.11680
H -1.74009 0.42791 -3.41237
H -3.42182 0.17886 -2.96964
H -2.69465 -0.81341 -4.40440
H -3.24297 -2.83259 -3.82849
H -3.54519 -5.73912 -1.67927
H -2.54759 -5.82703 -3.09571
H -4.13744 -4.95094 -3.12072
H -1.61207 -4.62788 -0.29833
H 0.30642 -3.35062 0.66162
H -1.05228 -2.85097 1.70862
H 0.04319 -1.65620 0.99117
H -3.53371 -0.68377 -0.29555
H -3.78575 1.01037 -0.05043
H -4.92465 -0.25629 0.75952
H -4.41576 -0.57554 3.06836
H -3.45842 -1.80268 5.23309
H -3.85970 -0.11489 5.59189
H -2.28870 -0.72704 6.09065
H -0.38589 -0.33252 4.49873
H 1.48819 0.72946 2.69268
H 1.13920 0.02875 1.09739
H 1.28244 -0.88717 2.62459
N 0.85918 0.29884 -1.55125
C 1.31095 -0.89900 -2.01067
C 2.15228 -1.76200 -1.34992
C 2.56991 -2.98802 -1.88358
C 2.09412 -3.37528 -3.07127
C 1.17406 -2.57348 -3.79646
C 0.80917 -1.33455 -3.25699
H 2.44106 -1.52975 -0.31546
H 3.15265 -3.66333 -1.28549
H 2.31616 -4.29575 -3.53786
H 0.72973 -2.97448 -4.74976
H 0.07896 -0.78708 -3.81644

***

15
Properties=species:S:1:pos:R:3 method="wB97M-V/def2-TZVPD" orbital_gap_ev=10.402 smiles="CC(C)(N)ON=O" homo_energy_ev=-10.199 lumo_energy_ha=0.0075
C -0.59472 0.70585 -1.00607
C -0.65933 0.12600 1.42776
C -0.11226 -0.19263 0.07135
N 2.12600 0.87012 -0.45329
N -0.55074 -1.63354 -0.54107
O 3.21711 0.92862 0.04680
O 1.34239 -0.06926 0.21441
H -0.46921 0.12046 -1.90040
H -1.66649 0.88450 -0.80449
H -0.10794 1.58362 -1.13966
H -0.12772 1.09648 1.61842
H -0.40371 -0.56661 2.28251
H -1.70557 0.23313 1.28927
H 0.20261 -1.75658 -1.26124
H -0.49043 -2.33016 0.15571

***

16
Properties=species:S:1:pos:R:3 method="wB97M-V/def2-TZVPD" orbital_gap_ev=8.713 smiles="CC1=NC=C[C@@H](Br)[C@@H]1F" homo_energy_ev=-9.257 lumo_energy_ha=-0.0200
C 1.15714 1.60149 -0.07951
C 1.54885 0.24591 -0.35608
C -0.18018 1.88700 0.13141
C 0.55239 -0.72220 0.43732
C -1.02906 -0.25309 0.17847
C -1.98212 -1.29698 0.00460
N -1.22265 0.97553 0.13320
F 0.67742 -1.99418 -0.04061
Br 3.75243 -0.01780 -0.07331
H 1.77679 2.41337 -0.20523
H 1.38536 -0.22875 -1.42273
H -0.43734 2.99699 0.13098
H 0.47812 -0.79103 1.57480
H -1.66458 -2.21715 0.50808
H -1.84358 -1.54457 -1.05035
H -2.96900 -1.05453 0.12895

***

14
Properties=species:S:1:pos:R:3 method="wB97M-V/def2-TZVPD" orbital_gap_ev=10.962 smiles="O=C[C@]1(CO)CN1" homo_energy_ev=-10.245 lumo_energy_ha=0.0263
O -0.96663 1.44516 -1.45023
C 0.24723 1.17563 -0.80790
C 0.15032 -0.08238 0.06630
C -0.71522 -0.12470 1.27393
N -1.13313 -0.77080 0.04364
C 1.35481 -0.96420 0.10050
O 1.29693 -2.17193 0.16251
H -1.46334 0.60689 -1.47665
H 1.05310 1.04933 -1.54730
H 0.52263 2.05157 -0.20288
H -1.29340 0.74806 1.55485
H -0.41416 -0.74730 2.11226
H -0.96582 -1.77266 0.10822
H 2.32668 -0.44266 0.06276

***

Energy relative to the best compared isomer or geometry (same formula, charge and spin), record by record: 2.931, 1.163, 0.000, 4.656, 0.782, 2.311 eV